1.
ORCA calculation (ωB97M-V with the def2-TZVPD basis set) on 17 unconnected molecules or ions with the total composition C36H115N9O17 at a distorted geometry.

Results
Charge ... 0
HOMO ... -9.03 eV
Lowest unoccupied orbital energy ... 0.0114 Ha
HOMO-LUMO gap ... 9.34 eV
Energy relative to the best compared isomer or geometry (same formula, charge and spin) ... 0.000 eV
DFT total energy ... -3212.399099 a.u.

Each line ends with the Löwdin charge.
Geometry (Å):
1 H 13.694 -33.401 -1.379  0.13
2 H 10.364 -27.920 -6.902  0.08
3 H 16.671 -34.040 -3.156  0.09
4 H 10.129 -28.346 2.775  0.13
5 H 7.668 -28.223 3.269  0.05
6 O 14.319 -27.522 -4.089  -0.05
7 H 7.597 -24.578 -1.164  0.09
8 H 16.336 -22.977 -0.025  0.06
9 C 12.325 -23.045 -7.066  -0.21
10 N 13.404 -33.481 7.610  0.04
11 H 11.061 -25.170 -4.939  0.06
12 H 14.507 -30.647 -0.908  0.06
13 H 12.796 -28.917 -4.531  0.05
14 H 9.128 -25.132 -1.859  0.08
15 H 14.359 -26.714 -4.616  0.07
16 H 9.880 -30.438 -0.099  0.01
17 C 17.107 -29.648 3.091  -0.42
18 H 15.577 -35.099 -0.998  0.14
19 C 12.661 -29.771 -9.299  -0.11
20 H 12.246 -29.620 -10.290  0.09
21 H 18.146 -27.704 6.101  0.09
22 N 16.924 -33.901 -2.181  0.03
23 C 13.348 -29.051 -0.046  -0.39
24 O 11.873 -29.535 4.290  -0.21
25 H 15.689 -32.883 6.423  0.08
26 H 14.011 -29.369 -2.098  0.07
27 O 9.091 -29.254 -1.139  -0.05
28 C 15.432 -24.707 -0.617  -0.42
29 H 14.161 -33.007 8.094  0.06
30 C 11.793 -26.364 -1.989  -0.10
31 H 18.739 -28.921 4.291  0.13
32 H 14.417 -24.348 -0.810  0.13
33 C 12.892 -28.641 -7.214  -0.20
34 C 13.729 -29.951 -1.219  -0.04
35 H 5.709 -26.332 2.467  0.08
36 H 10.310 -29.340 5.659  0.13
37 H 10.919 -27.802 -5.304  0.07
38 H 10.708 -26.562 -1.944  0.07
39 H 12.608 -34.746 5.299  0.14
40 C 11.890 -29.372 -6.316  -0.42
41 H 14.626 -20.742 -7.746  0.07
42 H 7.926 -26.266 1.165  0.13
43 H 15.187 -26.698 -1.571  0.05
44 H 13.969 -31.190 2.008  -0.01
45 O 10.594 -31.134 -3.373  -0.11
46 H 18.273 -26.198 5.155  0.09
47 H 8.696 -28.365 -1.137  0.02
48 H 14.820 -26.006 1.007  0.12
49 H 10.275 -31.784 -4.006  0.02
50 O 16.985 -29.196 -0.787  -0.08
51 C 17.899 -28.526 3.711  -0.21
52 H 16.177 -32.187 -0.238  0.06
53 O 17.028 -27.628 4.358  -0.19
54 H 15.478 -29.789 1.829  0.04
55 C 10.971 -24.571 -5.841  -0.09
56 H 9.008 -24.829 -0.130  0.10
57 H 16.069 -29.218 -1.092  0.00
58 H 7.564 -27.916 0.619  0.12
59 H 13.406 -30.206 -5.142  0.06
60 C 8.466 -25.225 -0.999  -0.10
61 H 8.562 -27.217 4.383  0.08
62 C 17.933 -30.801 2.535  -0.05
63 H 11.993 -26.040 -3.009  0.07
64 H 14.109 -21.987 -8.645  0.06
65 C 12.471 -33.654 5.326  -0.19
66 C 5.327 -26.914 1.624  -0.07
67 O 15.551 -30.010 -4.857  -0.11
68 H 11.466 -33.419 5.687  0.13
69 H 15.240 -34.214 5.285  0.09
70 O 16.875 -31.116 -2.728  -0.09
71 C 15.950 -33.232 -0.039  -0.06
72 H 16.740 -33.685 0.563  0.08
73 H 17.306 -23.925 -0.941  0.07
74 H 13.247 -28.690 5.581  0.09
75 H 10.951 -27.830 4.970  0.13
76 H 12.141 -27.255 0.288  0.13
77 N 12.942 -29.940 1.091  0.06
78 H 12.557 -33.061 7.986  0.07
79 C 7.453 -26.859 0.371  -0.20
80 H 14.752 -32.628 -2.568  0.12
81 H 16.519 -25.480 1.089  0.14
82 N 9.483 -30.306 3.255  0.06
83 H 11.864 -33.275 2.144  0.09
84 H 13.736 -29.997 -9.422  0.09
85 C 8.406 -28.255 4.080  -0.07
86 O 14.171 -34.579 -2.996  -0.17
87 O 8.113 -26.574 -0.860  -0.23
88 H 17.130 -30.728 -1.871  0.01
89 H 15.768 -25.021 3.391  0.08
90 H 12.220 -30.639 -8.796  0.08
91 C 12.225 -28.092 -0.428  -0.18
92 C 11.567 -33.453 3.176  -0.09
93 N 5.260 -27.142 -0.771  0.05
94 N 16.359 -23.570 -0.851  0.05
95 H 12.637 -29.265 1.804  0.08
96 H 16.855 -26.187 -1.331  0.09
97 O 10.297 -31.124 0.473  -0.08
98 H 12.727 -23.608 -7.927  0.13
99 C 15.845 -25.829 -1.543  -0.06
100 H 14.230 -22.523 -6.301  0.14
101 H 5.492 -27.971 1.845  0.08
102 H 13.042 -27.624 -6.847  0.12
103 H 17.256 -31.528 2.083  0.06
104 H 10.705 -32.798 3.369  0.08
105 N 16.221 -29.121 2.013  0.06
106 H 10.478 -31.849 -0.138  0.06
107 O 12.647 -33.179 4.020  -0.23
108 H 13.877 -32.261 3.160  0.00
109 H 12.419 -21.479 -4.848  0.08
110 H 5.434 -28.146 -0.720  0.08
111 H 18.573 -30.478 1.707  0.08
112 C 13.360 -22.010 -6.737  -0.45
113 C 13.547 -33.057 6.196  -0.44
114 H 11.340 -22.638 -7.317  0.13
115 C 15.498 -25.153 0.830  -0.23
116 H 13.375 -31.967 6.168  0.10
117 C 12.889 -20.998 -5.710  -0.07
118 H 11.596 -30.275 -6.861  0.13
119 H 16.810 -26.570 6.090  0.09
120 H 5.707 -26.878 -1.650  0.07
121 H 12.068 -30.346 0.714  0.05
122 H 15.790 -28.299 2.439  0.08
123 H 9.063 -30.376 2.332  0.06
124 O 12.520 -27.527 -1.698  -0.20
125 H 9.802 -29.194 -5.782  0.07
126 H 11.274 -28.640 -0.425  0.11
127 H 4.256 -26.725 1.561  0.08
128 C 17.594 -27.001 5.467  -0.12
129 H 14.070 -25.190 3.010  0.09
130 C 12.876 -29.677 5.283  -0.09
131 H 13.678 -30.242 4.816  0.08
132 H 17.608 -34.605 -1.933  0.09
133 H 10.770 -25.229 -6.691  0.09
134 C 10.711 -28.885 4.744  -0.22
135 O 14.505 -31.696 2.661  -0.11
136 H 16.436 -30.149 3.810  0.13
137 H 13.837 -29.206 -7.189  0.13
138 H 11.993 -25.536 -1.294  0.09
139 C 15.713 -34.056 -1.299  -0.39
140 O 15.149 -24.071 1.650  -0.19
141 C 14.524 -33.584 -2.080  -0.24
142 H 11.330 -30.656 -3.854  0.00
143 O 12.229 -23.915 -5.949  -0.20
144 H 18.506 -31.282 3.329  0.08
145 H 12.347 -33.732 -3.527  0.08
146 C 13.293 -34.077 -3.978  -0.10
147 H 13.732 -20.463 -5.253  0.08
148 H 18.389 -28.011 2.859  0.14
149 H 12.860 -30.534 -1.550  0.09
150 H 14.477 -27.227 -3.180  0.01
151 H 11.210 -34.484 3.290  0.10
152 C 14.958 -33.246 5.695  -0.04
153 H 15.324 -29.103 -4.594  -0.01
154 H 14.704 -23.571 3.549  0.09
155 H 12.230 -20.233 -6.123  0.08
156 H 10.408 -30.702 3.091  0.04
157 C 10.634 -28.555 -6.051  -0.04
158 C 14.905 -24.473 2.982  -0.10
159 H 15.879 -25.446 -2.570  0.09
160 H 16.016 -30.388 -4.070  0.00
161 N 13.809 -21.303 -7.954  0.03
162 H 7.911 -28.821 4.869  0.08
163 H 14.241 -28.474 0.221  0.11
164 O 12.486 -28.578 -8.563  -0.19
165 C 9.689 -28.902 3.621  -0.45
166 H 15.064 -33.252 0.609  0.07
167 H 5.911 -25.403 0.252  0.13
168 H 16.917 -28.975 0.170  0.01
169 H 13.713 -33.191 -4.475  0.09
170 C 5.968 -26.490 0.319  -0.45
171 H 13.060 -34.857 -4.696  0.09
172 H 10.204 -23.797 -5.730  0.09
173 H 16.892 -32.092 -2.589  0.00
174 H 15.115 -32.549 4.863  0.06
175 N 12.491 -29.752 -5.037  0.04
176 H 9.098 -29.538 -2.063  0.05
177 H 12.483 -30.166 6.180  0.08

2.
ORCA calculation (ωB97M-V with the def2-TZVPD basis set) on a molecular structure, C36H16BCl116FIO at a distorted geometry.

Results
Charge ... -1
HOMO ... -5.36 eV
Lowest unoccupied orbital energy ... 0.0264 Ha
HOMO-LUMO gap ... 6.08 eV
DFT total energy ... -55260.759778 a.u.

Each line ends with the Löwdin charge.
Geometry (Å):
1 Cl 13.854 -16.561 4.734  0.50
2 H -3.581 1.881 -2.226  0.10
3 Cl 6.217 -12.928 1.569  0.49
4 Cl 11.252 12.384 -10.868  0.51
5 B -2.500 -0.262 -0.395  -0.72
6 Cl -11.279 3.251 0.260  0.43
7 Cl 8.744 4.406 4.559  0.50
8 Cl -4.312 -8.411 3.828  0.48
9 C 8.177 6.071 4.848  -2.00
10 Cl -4.706 -5.824 2.556  0.46
11 C 0.785 5.749 -0.004  -1.97
12 H 0.357 -2.659 -0.688  0.07
13 O -5.058 0.288 -0.107  -0.25
14 Cl -15.952 3.283 -6.456  0.51
15 Cl -6.984 11.252 -8.162  0.51
16 Cl -7.174 7.208 4.535  0.48
17 C -15.868 4.963 -5.871  -1.99
18 H -4.809 3.497 -0.630  0.02
19 C -12.716 2.242 -0.037  -1.97
20 Cl 2.657 -13.133 6.152  0.52
21 Cl 11.124 6.063 -8.523  0.51
22 Cl -11.259 5.981 -4.842  0.48
23 Cl 12.064 -15.547 6.791  0.47
24 C -4.058 -0.492 -0.851  -0.21
25 C -10.168 1.094 4.121  -1.99
26 H -4.102 -0.372 -2.018  0.11
27 Cl 3.132 0.179 -0.731  0.54
28 Cl 8.442 8.519 11.606  0.51
29 F -2.094 -2.677 -1.383  -0.19
30 Cl -6.652 -6.809 4.481  0.52
31 Cl -10.767 13.312 5.300  0.51
32 C 12.175 11.507 -12.115  -2.02
33 Cl -5.054 4.859 5.266  0.48
34 Cl 5.041 -14.526 5.235  0.50
35 Cl 0.203 -4.548 2.067  0.53
36 Cl 7.034 5.387 -0.674  0.49
37 Cl 11.422 8.920 -2.533  0.50
38 Cl 0.848 4.821 -6.744  0.51
39 C -7.315 8.456 5.799  -1.99
40 C -3.716 3.210 -0.248  -0.19
41 Cl 8.764 6.209 -10.218  0.52
42 Cl 1.836 4.683 -4.010  0.47
43 Cl 3.801 2.298 1.148  0.47
44 Cl 10.583 -17.776 4.188  0.46
45 Cl 4.650 6.780 0.243  0.48
46 Cl 10.099 11.131 -3.883  0.52
47 Cl 13.295 -18.166 7.096  0.51
48 H -6.772 1.626 -0.629  0.08
49 H -3.166 4.230 -0.069  0.06
50 Cl -2.592 -3.900 1.584  0.54
51 C -11.023 6.806 -6.403  -1.95
52 Cl -17.025 5.186 -4.535  0.51
53 C 8.477 7.296 10.310  -2.01
54 H -4.312 -1.639 -0.639  0.12
55 Cl 9.474 7.220 4.437  0.51
56 C 3.484 -13.822 4.732  -2.00
57 Cl -6.746 -5.801 -0.051  0.47
58 Cl -9.133 15.665 5.811  0.51
59 Cl -11.325 1.316 5.457  0.50
60 Cl 10.422 8.567 -9.826  0.49
61 C 10.277 9.360 -3.824  -2.00
62 Cl -0.342 6.217 1.295  0.50
63 H -5.676 1.135 -2.082  0.03
64 Cl 8.789 7.558 -7.640  0.49
65 C -1.872 1.219 -0.694  -0.56
66 Cl -8.605 8.847 -8.388  0.46
67 Cl 4.096 -16.667 -4.094  0.51
68 Cl -0.043 -12.008 3.443  0.49
69 Cl -0.390 -10.748 0.843  0.52
70 Cl 5.159 -15.867 -1.506  0.45
71 Cl 6.882 -15.756 8.456  0.51
72 Cl 1.877 0.246 1.893  0.46
73 C 7.375 -13.151 0.233  -1.97
74 Cl -16.275 6.077 -7.201  0.51
75 Cl -5.972 8.283 6.957  0.51
76 Cl -8.573 4.327 -4.565  0.47
77 C -5.525 -7.277 3.182  -1.96
78 Cl 8.693 8.615 -3.492  0.49
79 Cl -7.248 10.071 5.049  0.49
80 C -2.882 2.306 -1.382  -0.26
81 Cl 6.967 -12.038 -1.097  0.53
82 Cl -1.802 -6.656 2.079  0.44
83 C 3.775 -16.615 -2.342  -2.00
84 H -2.426 -0.435 0.788  0.05
85 Cl -10.252 -0.587 3.536  0.51
86 Cl -12.883 1.946 -1.786  0.52
87 Cl 5.765 7.375 -2.378  0.50
88 Cl 3.572 5.644 -6.138  0.50
89 Cl -7.449 -7.640 -2.193  0.50
90 H -1.141 -0.939 -2.200  0.13
91 Cl 2.306 -15.654 -2.037  0.51
92 Cl 6.750 6.397 3.832  0.51
93 Cl 7.738 6.259 6.565  0.48
94 C -8.368 10.504 -8.998  -2.00
95 C -6.118 0.730 -1.068  -0.18
96 C 5.477 6.091 -1.177  -1.97
97 C -4.615 4.670 3.549  -1.98
98 Cl 11.313 -17.120 1.449  0.52
99 Cl 7.291 -14.832 -0.352  0.45
100 Cl 12.885 12.675 -13.258  0.51
101 Cl -7.965 -4.793 -2.493  0.51
102 C -1.315 -5.116 1.327  -1.95
103 Cl 13.475 10.568 -11.341  0.50
104 Cl -8.518 1.439 4.701  0.52
105 C 10.075 -16.915 2.714  -1.99
106 Cl -12.516 6.689 -7.369  0.49
107 Cl 3.772 -12.538 3.531  0.48
108 Cl -12.536 0.686 0.813  0.50
109 Cl -6.042 4.996 2.533  0.49
110 Cl 9.662 7.777 9.070  0.50
111 Cl 8.499 -13.948 6.850  0.51
112 Cl 10.893 8.772 -5.390  0.49
113 Cl -9.542 -6.369 -0.622  0.50
114 Cl 1.604 7.202 -0.631  0.49
115 Cl 9.878 -15.181 3.077  0.49
116 H -6.815 -0.182 -1.336  0.09
117 Cl -9.323 3.436 -1.899  0.47
118 C -1.466 -1.359 -1.131  -0.27
119 C 13.532 -16.509 6.485  -2.00
120 Cl -8.002 13.388 4.396  0.49
121 Cl -3.317 5.820 3.138  0.50
122 C -9.125 13.888 5.686  -2.01
123 Cl -6.517 3.559 -2.655  0.57
124 Cl 11.086 10.403 -12.993  0.50
125 C 8.432 -15.563 7.600  -2.00
126 Cl -10.575 2.207 2.791  0.45
127 H -3.905 2.594 0.756  0.01
128 Cl 4.457 4.821 -1.899  0.49
129 Cl -1.675 -9.612 3.194  0.45
130 Cl -8.599 13.186 7.236  0.51
131 Cl -9.836 11.465 -8.693  0.51
132 Cl -8.046 10.451 -10.750  0.51
133 C -0.093 -1.632 -0.276  -0.13
134 Cl 2.464 -15.093 4.010  0.51
135 H -0.357 -1.848 0.857  0.05
136 H 0.696 -0.775 -0.402  0.00
137 C 2.275 4.494 -5.727  -2.01
138 C 3.377 0.575 0.989  -1.97
139 C -8.166 3.214 -3.235  -1.96
140 H -2.184 3.106 -1.928  0.06
141 C -7.925 -6.151 -1.340  -2.00
142 C 9.775 7.099 -9.052  -2.01
143 Cl -14.218 5.309 -5.292  0.45
144 Cl -0.121 4.964 -1.322  0.51
145 C 10.877 4.770 0.002  -2.00
146 Cl -8.866 8.263 6.655  0.51
147 Cl -6.431 -8.063 1.865  0.48
148 Cl 8.573 -16.811 6.336  0.48
149 Cl 8.525 -17.581 2.141  0.52
150 Cl 12.526 5.115 0.581  0.51
151 Cl 14.916 -15.760 7.321  0.52
152 Cl 9.719 4.992 1.338  0.47
153 Cl 9.024 -12.805 0.813  0.50
154 Cl 10.792 3.089 -0.583  0.52
155 Cl 8.941 5.718 10.996  0.51
156 Cl 9.775 -15.736 8.758  0.49
157 Cl 1.214 -9.443 2.890  0.51
158 C -0.223 -10.453 2.592  -1.99
159 Cl 10.469 5.883 -1.328  0.48
160 Cl -8.250 1.533 -3.820  0.54
161 Cl -9.682 6.035 -7.287  0.50
162 I -0.933 1.963 1.189  0.78
163 Cl 6.861 7.170 9.570  0.50
164 Cl -14.168 3.083 0.564  0.52
165 Cl -4.048 3.006 3.260  0.54
166 Cl 3.538 -18.272 -1.732  0.50
167 Cl 1.998 4.615 0.642  0.42
168 Cl -1.069 -5.360 -0.420  0.55
169 H -0.951 1.096 -1.442  0.08
170 Cl 2.842 2.830 -6.016  0.51
171 Cl -10.636 8.522 -6.115  0.50
172 Cl 4.697 -0.425 1.646  0.50